15
Properties=species:S:1:pos:R:3:forces:R:3:mulliken_charge:R:1 method="wB97M-V/def2-TZVPD" total_charge=0 fmax_ev_per_a=1.6 lumo_ev=-2.937 multiplicity=1 de_lowest_kj_mol=340.8 homo_lumo_gap_ev=6.5 total_energy_ev=-15141.8351
C -0.73174 -1.15721 -1.05587 0.746 -0.182 -0.068 -1.00
C -1.21918 -0.05743 -0.12744 -0.130 0.467 -0.026 -0.39
C -0.13594 0.98623 0.19369 0.044 -0.694 -0.440 -0.35
C 0.88918 0.50575 1.21678 0.375 1.537 -0.468 -0.74
S 3.10129 -0.33279 -0.57194 -0.678 0.146 0.634 -0.15
H -1.36632 -2.04012 -1.03933 -0.104 0.008 -0.051 0.33
H -0.65502 -0.79008 -2.07950 -0.228 0.031 -0.077 0.31
H 0.29635 -1.47817 -0.83362 -0.286 -0.038 0.247 0.21
H -1.63572 -0.45827 0.80580 0.124 -0.006 -0.120 0.33
H -2.03812 0.46630 -0.63059 -0.071 -0.069 0.140 0.27
H -0.59548 1.92596 0.50006 0.016 -0.048 0.367 0.33
H 0.39973 1.21843 -0.73375 -0.051 0.056 0.086 0.25
H 1.50549 1.34860 1.53693 -0.231 -0.015 0.321 0.41
H 1.70409 -0.11262 0.74519 0.312 -0.897 -0.432 -0.11
H 0.48139 -0.02460 2.07359 0.162 -0.295 -0.112 0.30